Density functional theory data (ωB97M-V with the def2-TZVPD basis set) for a 3-piece molecular cluster, C13H23BN2O8S3 overall.

Cartesian coordinates (Å):
1 O 5.7338 2.8976 1.0275
2 B 4.3566 2.5495 0.6258
3 O 3.6099 1.5157 1.3804
4 C 3.5170 3.2845 -0.6234
5 C 1.9300 3.3138 -0.0961
6 C 1.4137 4.5737 0.8171
7 C -0.1581 4.5530 1.3719
8 C -1.0592 3.2309 0.9487
9 N -2.4925 3.0577 1.4162
10 S -2.9289 1.5338 0.6804
11 N -1.5725 0.8992 -0.2264
12 C -0.5369 1.9793 0.0038
13 C 1.0119 2.0071 -0.5392
14 H 5.8591 2.5934 1.9950
15 H 3.1445 1.9354 2.1845
16 H 3.9548 4.3665 -0.7891
17 H 3.6405 2.6061 -1.5973
18 H 2.1227 5.4778 1.1161
19 H -0.5937 5.3988 2.0537
20 H 1.4633 1.1281 -1.1906
21 C -2.6774 -1.6107 3.4714
22 C -3.7445 -2.5347 2.9130
23 O -4.5449 -3.0920 3.9475
24 S -5.6380 -2.1317 4.6858
25 C -6.4965 -3.3987 5.5849
26 O -6.5317 -1.5812 3.6921
27 O -4.9459 -1.2959 5.6455
28 H -3.1235 -0.7307 3.9428
29 H -2.0096 -1.2621 2.6792
30 H -2.0868 -2.1232 4.2375
31 H -4.3688 -2.0193 2.1749
32 H -3.2573 -3.3694 2.3966
33 H -6.9975 -4.0619 4.8781
34 H -7.2322 -2.9096 6.2272
35 H -5.7788 -3.9478 6.1972
36 C 4.4193 -0.7283 -5.5890
37 C 3.3522 -1.6523 -6.1474
38 O 2.5519 -2.2096 -5.1129
39 S 1.4587 -1.2493 -4.3747
40 C 0.6002 -2.5163 -3.4755
41 O 0.5650 -0.6988 -5.3684
42 O 2.1508 -0.4135 -3.4149
43 H 3.9732 0.1517 -5.1176
44 H 5.0871 -0.3796 -6.3812
45 H 5.0100 -1.2408 -4.8229
46 H 2.7279 -1.1369 -6.8856
47 H 3.8394 -2.4870 -6.6638
48 H 0.0992 -3.1794 -4.1823
49 H -0.1355 -2.0272 -2.8332
50 H 1.3180 -3.0654 -2.8632

Results
LUMO energy (eV): -1.39
Maximum force (eV/Å): 6.96
DFT total energy (eV): -66387.9392
Energy relative to the best compared isomer or geometry (same formula, charge and spin) (kcal/mol): 237.3
Spin multiplicity: 1

=====

Density functional theory data (ωB97M-V with the def2-TZVPD basis set) for C13H23BN6OReSi as an isolated structure.

Cartesian coordinates (Å):
1 H -0.1125 2.8444 1.0735
2 N 0.1412 1.5983 -0.6283
3 B 0.6682 0.6421 -2.8638
4 N 0.5799 1.8463 -1.8958
5 C 0.8744 3.1521 -2.0587
6 Re -0.4947 -0.9109 -0.1532
7 H 1.2346 3.5365 -3.0051
8 C 0.6194 3.7714 -0.8404
9 H 0.7524 4.8048 -0.6139
10 C 0.1669 2.7632 0.0319
11 H 1.0056 1.0352 -3.9443
12 C -1.9029 -2.1043 0.6597
13 H -2.3912 -1.8233 1.6046
14 H -1.1461 -2.9002 0.8993
15 H -2.5938 -2.5457 -0.0914
16 N -0.7390 0.0328 -2.9010
17 N 1.7230 -0.3015 -2.2282
18 N -1.4428 -0.3472 -1.6969
19 N 1.5215 -0.7951 -0.9425
20 C -1.5533 -0.1404 -3.9441
21 C 2.7916 -0.9078 -2.7651
22 H -1.1821 0.1163 -4.9271
23 H 3.0834 -0.6962 -3.7838
24 C -2.7866 -0.6299 -3.4981
25 C 3.3004 -1.8169 -1.8375
26 C -2.7133 -0.7419 -2.1206
27 C 2.5005 -1.7147 -0.6973
28 H -3.6450 -0.8994 -4.0991
29 H 4.0880 -2.5172 -2.0079
30 H -3.4247 -1.0947 -1.3781
31 H 2.4917 -2.2804 0.2197
32 H -0.0400 -2.1442 -1.1412
33 C 1.4264 -0.8711 3.5705
34 Si -0.1753 0.0460 3.2294
35 C -1.6189 -0.7402 4.1460
36 C -0.0514 1.8643 3.6739
37 O -0.3871 -0.0053 1.5959
38 H 1.6055 -0.8456 4.6521
39 H 2.2743 -0.3808 3.0716
40 H 1.3778 -1.9227 3.2540
41 H -1.4881 -0.5625 5.2228
42 H -2.5782 -0.2954 3.8494
43 H -1.6787 -1.8262 3.9980
44 H 0.7553 2.3557 3.1150
45 H -0.9955 2.3769 3.4530
46 H 0.1595 1.9754 4.7432

Results
LUMO energy (alpha / beta) (eV): -8.28 / -11.11
Net charge: +2
Maximum force (eV/Å): 6.72
DFT total energy (eV): -35509.2892
Energy relative to the best compared isomer or geometry (same formula, charge and spin) (kcal/mol): 86.4
Spin multiplicity: 4

=====

Density functional theory data (ωB97M-V with the def2-TZVPD basis set) for C13H23Be2Cl4FLiN4O13P as an isolated structure.

Cartesian coordinates (Å):
1 O -2.5536 -1.3474 1.6685
2 C -2.0975 -0.2815 1.5877
3 O -0.9220 -0.1212 0.9293
4 N -2.7209 0.8643 2.2071
5 C -3.6710 1.5522 1.2778
6 C -5.1256 1.1196 1.5689
7 C -5.6997 -0.0855 0.7525
8 F -4.8918 -0.4524 -0.3254
9 H -1.0942 0.1740 -0.0123
10 H -1.9559 1.5492 2.3558
11 H -3.6144 2.6420 1.5201
12 H -3.3740 1.5079 0.1558
13 H -5.2324 0.9384 2.6701
14 H -5.7521 1.9991 1.3131
15 H -5.8716 -0.9748 1.3891
16 H -6.6890 0.1882 0.3371
17 O 1.2270 -2.1199 -2.2895
18 P -0.2165 -1.6459 -2.3980
19 O -0.5334 -1.2102 -3.8226
20 O -0.4419 -0.4601 -1.4460
21 O -1.1475 -2.7938 -2.0286
22 N 3.6222 1.2657 -4.2787
23 C 3.0787 0.2931 -3.5449
24 C 3.8216 -0.6560 -2.8405
25 C 5.2019 -0.5885 -2.9092
26 C 5.7886 0.4117 -3.6665
27 C 4.9548 1.3123 -4.3283
28 H 1.9954 0.2776 -3.5239
29 H 3.3252 -1.4201 -2.2606
30 H 5.8150 -1.3072 -2.3785
31 H 6.8641 0.4982 -3.7461
32 H 5.3691 2.1131 -4.9290
33 Li 0.5258 -0.3267 2.1906
34 Be -3.8903 1.3081 3.3743
35 C -1.6863 4.3893 4.1567
36 O -0.5776 3.4979 4.1672
37 H -2.4459 3.9911 3.4831
38 H -2.1068 4.4778 5.1630
39 H -1.3725 5.3720 3.8005
40 H 0.0779 3.8688 4.7661
41 Be -3.7994 1.3346 -1.6370
42 Cl 1.7904 -5.5163 -1.0552
43 C 2.5492 -4.6295 0.2846
44 C 1.5552 -4.2798 1.3663
45 Cl 0.3738 -3.0592 0.8146
46 H 3.0246 -3.7391 -0.1248
47 H 3.3257 -5.2753 0.6946
48 H 2.0757 -3.8545 2.2246
49 H 1.0043 -5.1557 1.7035
50 C -3.9581 -3.1347 3.7316
51 Cl -4.7150 -4.5806 3.0642
52 Cl -5.0026 -2.3570 4.9355
53 H -3.0238 -3.4145 4.2084
54 H -3.7677 -2.4368 2.9274
55 N 7.6925 1.6716 -6.9448
56 O 8.2911 0.6268 -6.6784
57 O 7.4882 2.5056 -6.0573
58 O 7.2975 1.8815 -8.0898
59 N 0.4595 3.4057 1.1289
60 O -0.7603 3.0987 0.9892
61 O 1.2761 2.5447 1.5246
62 O 0.8404 4.5432 0.8829

Results
LUMO energy (eV): -6.48
Maximum force (eV/Å): 2.91
DFT total energy (eV): -109513.6966
Spin multiplicity: 1

=====

Density functional theory data (ωB97M-V with the def2-TZVPD basis set) for C13H23BrNPRu as an isolated structure.

Cartesian coordinates (Å):
1 C -2.8088 0.1554 -3.8912
2 C -2.4503 -1.0087 -3.2321
3 C -1.5585 -1.0431 -2.1432
4 C -1.1135 0.2262 -1.7033
5 C -1.3233 1.3913 -2.4632
6 C -2.2371 1.3762 -3.5238
7 C -1.3794 -2.3700 -1.4428
8 C -0.1583 -3.3477 -1.6336
9 N 1.1322 -2.8174 -1.9406
10 Ru -1.0726 1.1215 0.2209
11 C -0.7375 2.6439 -1.8742
12 P 0.6387 2.0199 -0.7213
13 H -2.8952 -1.9574 -3.5526
14 H -2.5277 2.3088 -4.0081
15 H -3.5367 0.1155 -4.6989
16 H -1.4394 3.1607 -1.1953
17 H -0.2396 3.3679 -2.5291
18 H -1.4721 -2.2206 -0.3562
19 H -2.2280 -3.0139 -1.7394
20 H -0.0270 -3.8948 -0.6743
21 C 1.3072 3.4730 0.1092
22 C 1.8666 1.6787 -2.0143
23 H -0.3891 -4.1118 -2.3987
24 C 1.3525 -2.0821 -3.1472
25 C 2.1410 -2.8054 -0.9115
26 H -1.3174 2.3904 1.4038
27 H 1.7999 -2.7278 -3.9239
28 H 0.4167 -1.6891 -3.5765
29 H 2.0538 -1.2393 -2.9758
30 H 2.9014 -3.5850 -1.1069
31 H 2.6470 -1.8269 -0.8535
32 H 1.6791 -3.0285 0.0629
33 H 2.1444 2.6275 -2.4991
34 H 2.7563 1.2327 -1.5571
35 H 1.4643 0.9999 -2.7735
36 H 1.3615 4.3183 -0.5867
37 H 0.6653 3.7049 0.9608
38 H 2.3092 3.2222 0.4719
39 H -0.5775 2.1454 1.5178
40 Br -0.1017 -0.7251 1.4155

Results
LUMO energy (alpha / beta) (eV): -7.64 / -9.18
Net charge: +2
Maximum force (eV/Å): 4.44
DFT total energy (eV): -97236.9251
Energy relative to the best compared isomer or geometry (same formula, charge and spin) (kcal/mol): 0.0
Spin multiplicity: 5

=====

Density functional theory data (ωB97M-V with the def2-TZVPD basis set) for C13H23Cl3O2V as an isolated structure.

Cartesian coordinates (Å):
1 C -1.7938 1.2451 -0.9427
2 C -0.4058 1.5337 -1.1992
3 C 0.1979 1.9064 0.0238
4 C 0.2111 1.7639 -2.5624
5 C -0.8100 1.8360 1.0748
6 C -2.0467 1.3973 0.4689
7 C -3.3358 1.2073 1.1365
8 C -2.8094 1.0790 -2.0003
9 C 1.5960 2.4607 0.1307
10 C -0.5952 2.1587 2.4970
11 V -0.6742 -0.0555 0.2994
12 Cl 3.4038 -1.3087 -2.3081
13 Cl -1.5319 -1.7251 -1.4969
14 Cl 1.4187 -0.3898 1.9198
15 H -0.1884 1.0182 -3.2334
16 H 1.2781 1.5415 -2.5251
17 H 0.0447 2.7611 -3.0122
18 H 2.2701 1.7999 -0.4415
19 H 1.9320 2.4202 1.1669
20 H 1.7295 3.5028 -0.2432
21 H 0.4654 2.0719 2.7984
22 H -1.2358 1.5296 3.1262
23 H -0.9131 3.2051 2.5888
24 H -3.2133 0.8222 2.1581
25 H -4.0200 0.5977 0.5298
26 H -3.6985 2.2365 1.1646
27 H -2.3751 0.6430 -2.9110
28 H -3.2054 2.0768 -2.2300
29 H -3.6257 0.4487 -1.6512
30 O -1.6471 -1.1355 1.5523
31 H -2.3445 -1.5110 0.9713
32 C 2.2583 -2.8477 0.4454
33 C 0.8198 -2.9890 0.4297
34 C 0.1271 -2.8671 1.6892
35 O 0.7512 -1.6288 -0.0744
36 H 2.5160 -2.1026 1.1900
37 H 2.6275 -2.3889 -0.5005
38 H 2.7090 -3.7987 0.6593
39 H 0.3969 -3.7016 -0.2783
40 H 0.8019 -2.4813 2.4461
41 H -0.7986 -1.9709 1.6473
42 H -0.3043 -3.8304 1.9530

Results
LUMO energy (alpha / beta) (eV): 4.46 / 4.46
Net charge: -2
Maximum force (eV/Å): 11.71
DFT total energy (eV): -81201.8901
Energy relative to the best compared isomer or geometry (same formula, charge and spin) (kcal/mol): 99.4
Spin multiplicity: 2